No. 1
This record from the OMol25 dataset describes C19H27N3O6SSc as an isolated structure. The level of theory is wB97M-V/def2-TZVPD.

Computed properties:
- Net charge: +1
- Molar mass: 470.46 g mol⁻¹
- E_HOMO: -12.24 eV
- Largest force on an atom: 0.23 eV/A
- DFT total energy: -68432.484 eV

CARTESIAN COORDINATES (ANGSTROEM)
Sc 0.21786 1.02886 -0.63768
O -0.88267 -0.53510 -1.79171
C -0.08874 -1.64024 -2.28306
C 1.05750 -1.01057 -3.03609
N 1.80968 -0.07036 -2.18328
C 2.45611 0.99703 -2.97851
C 1.97221 2.38274 -2.55149
O 2.63827 3.36022 -2.76289
O 0.79304 2.36107 -1.95606
C 2.75153 -0.77221 -1.29409
C 2.07405 -1.18355 0.00791
O 2.30197 -2.23652 0.54801
O 1.24464 -0.26066 0.46240
H -1.63965 -0.87904 -1.29765
H -0.69383 -2.25111 -2.95313
H 0.23839 -2.25158 -1.43887
H 0.63646 -0.44332 -3.86531
H 1.70677 -1.79123 -3.44634
H 2.20009 0.89064 -4.03324
H 3.54091 0.95603 -2.90327
H 3.54784 -0.07949 -1.01461
H 3.20401 -1.64372 -1.77126
C -1.14146 5.20042 3.00177
C -0.18937 4.30924 2.28170
C 1.18827 4.30507 2.22376
C 1.53499 3.24947 1.36856
N 0.43746 2.63409 0.93679
N -0.59997 3.28992 1.50604
C 2.89201 2.79053 0.94934
H -0.58865 5.91147 3.60978
H -1.80001 4.63112 3.65879
H -1.76039 5.76067 2.30020
H 1.85922 4.97788 2.72848
H -1.53996 3.01499 1.28220
H 3.65690 3.40548 1.41697
H 3.01275 2.88534 -0.13101
H 3.05338 1.75270 1.24732
C -1.69731 -5.71980 -0.56964
C -1.69830 -4.33585 0.01290
C -0.64742 -3.88789 0.80251
C -0.64896 -2.60575 1.34021
C -1.72804 -1.77480 1.09222
C -2.79846 -2.19570 0.29712
C -2.77109 -3.46862 -0.23776
S -1.61770 -0.11857 1.70063
C -3.24512 0.11850 2.37844
O -1.64271 0.78543 0.43804
H -0.77232 -6.24543 -0.34423
H -1.82159 -5.68386 -1.65277
H -2.52768 -6.30260 -0.16836
H 0.20273 -4.53059 0.99115
H 0.20037 -2.25781 1.91227
H -3.63887 -1.54213 0.09338
H -3.59812 -3.80620 -0.85056
H -3.99783 -0.01719 1.60556
H -3.27751 1.13523 2.76596
H -3.37565 -0.59265 3.19244

Forces on the atoms, in the same order (eV/Å):
Sc 0.078 0.072 -0.117
O 0.052 -0.077 0.016
C 0.022 0.045 -0.031
C -0.079 0.026 0.062
N 0.083 0.000 -0.013
C -0.088 -0.060 0.012
C -0.039 0.035 0.000
O -0.076 0.035 0.002
O 0.114 0.083 -0.068
C -0.040 0.032 -0.018
C -0.064 0.114 0.023
O -0.001 -0.030 0.088
O 0.067 -0.206 -0.071
H -0.054 0.001 -0.010
H 0.008 -0.001 -0.004
H 0.015 -0.013 -0.007
H -0.010 -0.016 -0.009
H 0.018 0.016 -0.002
H 0.063 -0.003 -0.018
H 0.003 0.014 -0.002
H 0.022 -0.026 -0.007
H 0.016 0.000 -0.002
C 0.004 -0.023 -0.016
C 0.009 0.021 0.008
C -0.012 -0.033 -0.042
C 0.072 -0.029 0.043
N -0.013 -0.028 0.026
N 0.060 0.075 0.050
C -0.044 0.034 0.035
H -0.012 0.008 0.004
H 0.007 0.000 0.007
H 0.008 0.009 -0.001
H -0.004 0.011 0.005
H -0.046 -0.027 -0.040
H 0.012 -0.011 0.010
H 0.012 0.005 -0.022
H 0.002 0.016 -0.027
C -0.028 0.031 -0.001
C 0.014 -0.023 -0.006
C 0.015 0.031 0.008
C 0.002 -0.065 0.050
C -0.099 0.090 -0.054
C 0.038 -0.042 0.006
C -0.013 0.025 0.006
S 0.079 0.019 -0.061
C -0.026 0.068 -0.019
O -0.086 -0.133 0.167
H 0.006 -0.001 -0.002
H 0.001 -0.013 -0.001
H 0.002 -0.004 0.002
H -0.003 -0.010 -0.004
H -0.015 0.003 0.007
H 0.008 -0.013 0.003
H 0.002 -0.010 -0.005
H -0.020 0.001 0.029
H -0.031 -0.011 0.015
H -0.012 -0.012 0.000

***

No. 2
This record from the OMol25 dataset describes a 2-piece molecular cluster, C5H13N3O2 overall in a non-equilibrium geometry. The level of theory is wB97M-V/def2-TZVPD.

Computed properties:
- Relative energy (zero: lowest compared OMol25 entry of this formula, charge and spin): 294.19 kJ/mol
- SMILES: C=NN(C)C.COC(N)=O
- Molar mass: 147.18 g mol⁻¹
- E_HOMO: -8.64 eV
- Largest force on an atom: 4.67 eV/A
- DFT total energy: -13958.985 eV

CARTESIAN COORDINATES (ANGSTROEM)
C -1.58538 2.12916 0.22785
C 0.25664 0.97426 1.39924
N 0.36832 0.04627 2.39276
O -1.17285 1.03543 1.03583
O 0.99373 1.94200 1.33990
H 1.21178 0.09996 2.94392
H -0.31896 -0.69061 2.39210
H -1.73372 1.78846 -0.80277
H -0.86495 2.95520 0.22373
H -2.54831 2.49488 0.59799
C 1.22565 0.33953 -1.54856
C 1.32109 -1.83100 -0.54791
N 0.50010 -0.62277 -0.69760
C -1.63737 -1.50872 -0.52239
N -0.82924 -0.83242 -1.25640
H 2.28018 0.41054 -1.26385
H 1.16065 0.06433 -2.60548
H 2.07277 -2.00847 -1.32285
H 0.73838 -2.75711 -0.56167
H 1.84256 -1.82507 0.41298
H 0.78678 1.33317 -1.43611
H -2.63634 -1.73555 -0.91890
H -1.43149 -1.80147 0.51820

Forces on the atoms, in the same order (eV/Å):
C 0.122 0.065 -0.451
C -2.752 2.840 2.476
N -0.042 -0.255 -1.228
O 2.512 -0.313 0.215
O -0.318 -1.355 -1.440
H -0.301 -0.473 -0.136
H 0.454 -0.058 0.437
H 0.067 0.000 0.059
H -0.028 -0.263 0.183
H 0.200 -0.150 0.141
C -0.531 0.280 -0.065
C -0.262 -0.928 0.474
N -0.211 -0.019 -0.758
C 0.570 0.788 -0.370
N 0.476 -0.936 0.784
H -0.294 -0.167 0.184
H 0.040 -0.136 -0.011
H -0.053 0.541 -0.230
H -0.353 0.315 0.123
H 0.002 0.188 -0.034
H 0.043 -0.097 0.032
H 0.484 0.259 0.081
H 0.175 -0.127 -0.467

***

No. 3
This record from the OMol25 dataset describes one molecule with the formula C4H8N2O. The level of theory is wB97M-V/def2-TZVPD.

Computed properties:
- Relative energy (zero: lowest compared OMol25 entry of this formula, charge and spin): 112.73 kJ/mol
- SMILES: C[C@@]1(C(N)=O)CN1
- Molar mass: 100.12 g mol⁻¹
- E_HOMO: -9.55 eV
- Largest force on an atom: 0.37 eV/A
- DFT total energy: -9305.225 eV

CARTESIAN COORDINATES (ANGSTROEM)
C 0.19764 1.42242 -0.85913
C 0.10924 0.05519 -0.22591
C 0.91561 -1.05565 -0.78398
N 1.23940 -0.48708 0.52596
C -1.27069 -0.31253 0.27932
O -2.25892 -0.06521 -0.39324
N -1.30915 -0.96982 1.46425
H 1.14141 1.53713 -1.40330
H -0.63135 1.55006 -1.55850
H 0.13434 2.21530 -0.10511
H 0.52368 -2.06927 -0.76436
H 1.54776 -0.81901 -1.63846
H 2.03919 0.13791 0.45624
H -0.48073 -1.03462 2.03410
H -2.20486 -1.23798 1.83753

Forces on the atoms, in the same order (eV/Å):
C 0.001 0.045 -0.023
C -0.118 0.119 -0.131
C -0.035 -0.183 -0.231
N 0.133 0.123 0.132
C -0.182 -0.029 -0.127
O 0.251 -0.047 0.270
N 0.027 0.089 0.015
H -0.111 -0.036 0.089
H 0.105 0.006 0.074
H -0.014 -0.129 -0.074
H 0.074 0.135 0.027
H -0.053 -0.041 0.193
H -0.138 -0.059 0.022
H -0.003 -0.058 -0.175
H 0.063 0.064 -0.060

***

No. 4
This record from the OMol25 dataset describes C27H28F3NO2SSiW as an isolated structure. The level of theory is wB97M-V/def2-TZVPD.

Computed properties:
- 2S+1: 3
- Relative energy (zero: lowest compared OMol25 entry of this formula, charge and spin): 3.67 kJ/mol
- Molar mass: 699.51 g mol⁻¹
- <S²>: 2.01
- E_HOMO (alpha / beta): -7.28 / -8.31 eV
- Largest force on an atom: 0.83 eV/A
- DFT total energy: -62730.307 eV

CARTESIAN COORDINATES (ANGSTROEM)
W 0.10905 0.28218 0.30608
C -1.99709 -0.30114 0.29295
Si -2.65628 0.35937 1.88183
C -2.23019 2.19153 1.59611
N -0.85815 2.27927 0.99450
C 0.18391 2.32826 2.07554
C 1.10623 3.52775 1.97218
C 0.28108 4.81362 2.00085
C -0.83500 4.78371 0.93161
C -0.78681 3.49173 0.12788
C -1.56092 -0.24592 3.28832
C -1.64986 0.23542 4.59807
C -0.69732 -0.09647 5.54650
C 0.38328 -0.90548 5.20133
C 0.49433 -1.39584 3.91103
C -0.48357 -1.07792 2.97392
C -4.47904 0.19168 2.29122
C -5.44082 0.77967 1.46621
C -6.79427 0.64519 1.73098
C -7.21441 -0.08747 2.83310
C -6.27610 -0.68451 3.66125
C -4.92230 -0.54542 3.38926
H -2.48416 0.23599 -0.53171
H -2.16382 -1.36325 0.12244
H -2.29970 2.84636 2.46830
H -2.93897 2.57442 0.85816
H 0.78235 1.38964 2.08020
H -0.31905 2.29846 3.04408
H 1.70016 3.45932 1.05840
H 1.80638 3.49552 2.80805
H 0.93327 5.67384 1.85220
H -0.15802 4.92534 2.99536
H -0.72342 5.61271 0.23169
H -1.81629 4.90401 1.39277
H 0.13194 3.44937 -0.44933
H -1.61295 3.42488 -0.57911
H -2.47436 0.88288 4.88043
H -0.78509 0.28230 6.55701
H 1.13289 -1.14831 5.94300
H 1.33180 -2.01493 3.61578
H -0.39015 -1.51942 1.98006
H -5.13417 1.34634 0.59271
H -7.52305 1.10637 1.07691
H -8.27088 -0.19683 3.04121
H -6.59835 -1.26251 4.51783
H -4.19966 -1.02293 4.04205
O 3.41961 -1.96530 0.93422
C 2.89360 -1.00396 0.43856
O 1.71678 -0.56694 0.91385
C 3.54720 -0.19792 -0.64159
C 4.86767 -0.56951 -0.91599
C 5.61648 0.06060 -1.88731
C 5.04030 1.08955 -2.62108
C 3.73674 1.46502 -2.37286
C 2.96821 0.83894 -1.38497
S 1.33754 1.52014 -1.25856
H 5.28065 -1.38280 -0.33616
H 6.63469 -0.25061 -2.07702
H 5.60424 1.59705 -3.39315
H 3.28441 2.25786 -2.95465
F 1.24215 -1.58525 -1.79373
C 0.04514 -1.33723 -1.19409
F -0.30333 -2.53958 -0.63164
F -0.82590 -1.15061 -2.21685

Forces on the atoms, in the same order (eV/Å):
W -0.590 -0.115 -0.569
C -0.094 0.021 0.046
Si -0.023 0.045 0.072
C -0.024 -0.157 0.017
N -0.047 -0.036 0.056
C 0.027 -0.056 0.085
C -0.008 0.024 -0.002
C -0.020 -0.009 0.003
C -0.009 -0.012 0.013
C 0.047 0.020 -0.062
C -0.017 -0.040 -0.232
C -0.062 0.033 0.026
C 0.058 -0.022 0.007
C -0.036 0.018 -0.016
C 0.016 -0.008 -0.019
C -0.016 0.055 0.014
C 0.148 0.008 -0.015
C 0.002 0.044 -0.049
C -0.035 -0.002 0.007
C 0.019 -0.001 -0.005
C -0.030 -0.004 0.005
C 0.061 -0.027 0.060
H -0.020 -0.009 0.018
H -0.035 -0.001 0.018
H -0.011 -0.009 0.016
H -0.009 -0.020 -0.020
H 0.116 0.191 0.065
H 0.015 0.057 -0.009
H 0.004 -0.010 0.011
H -0.010 0.002 0.007
H 0.009 -0.003 0.003
H -0.001 0.008 -0.003
H -0.001 -0.002 -0.009
H 0.003 0.006 0.007
H -0.018 0.024 0.014
H 0.000 -0.014 0.007
H 0.003 0.006 -0.006
H -0.002 0.003 0.003
H 0.012 -0.011 -0.006
H 0.011 0.003 0.020
H -0.126 -0.115 0.086
H 0.005 -0.002 -0.005
H 0.000 0.005 -0.004
H -0.003 0.002 0.002
H 0.000 -0.003 0.003
H -0.013 -0.001 -0.004
O -0.025 -0.011 -0.012
C 0.094 0.041 0.046
O 0.363 -0.167 0.078
C 0.049 -0.021 -0.059
C -0.031 0.005 0.009
C 0.002 -0.011 0.016
C 0.021 -0.008 -0.004
C -0.005 0.012 -0.011
C 0.056 -0.014 -0.021
S 0.153 0.084 0.025
H 0.005 -0.002 -0.001
H 0.006 0.003 0.002
H 0.002 -0.001 -0.004
H -0.013 0.004 0.004
F -0.002 -0.032 -0.004
C 0.021 0.202 0.258
F 0.019 -0.001 0.013
F -0.012 0.031 0.012

***

No. 5
This record from the OMol25 dataset describes a 2-piece molecular cluster, C5H14NO2 overall in a non-equilibrium geometry. The level of theory is wB97M-V/def2-TZVPD.

Computed properties:
- Net charge: -1
- Relative energy (zero: lowest compared OMol25 entry of this formula, charge and spin): 97.40 kJ/mol
- Molar mass: 120.17 g mol⁻¹
- E_HOMO: -2.76 eV
- Largest force on an atom: 1.83 eV/A
- DFT total energy: -10996.596 eV

CARTESIAN COORDINATES (ANGSTROEM)
C -1.49373 2.31809 -1.51785
C -0.55974 1.73371 -0.49160
N -0.67237 0.28650 -0.38680
C -1.96974 -0.16761 0.02254
C 0.40841 -0.30196 0.38416
C 0.64639 -1.80376 0.14686
O 1.80347 -2.24373 0.71955
H -2.54732 2.18680 -1.33135
H -1.33702 1.79720 -2.45854
H -1.35658 3.39720 -1.59286
H 0.47549 1.90471 -0.78000
H -0.63334 2.14378 0.52619
H -2.20160 -0.00393 1.10895
H -1.93471 -1.25960 0.06741
H -2.80737 0.21757 -0.55164
H 1.33256 0.21292 0.10421
H 0.31007 -0.11795 1.46890
H 0.75731 -1.95457 -0.94716
H -0.23973 -2.32496 0.55147
H 4.76222 -2.09412 1.44629
H 3.23428 -2.13319 1.53658
O 4.02303 -1.79310 1.97469

Forces on the atoms, in the same order (eV/Å):
C -0.094 0.291 -0.060
C 0.347 -1.022 0.623
N -0.326 0.356 -0.691
C 0.118 -0.960 1.545
C 0.493 0.112 -0.043
C 1.417 -0.068 0.264
O -0.322 -0.156 0.271
H -0.409 -0.150 0.543
H 0.305 0.248 -0.291
H 0.213 0.004 -0.317
H 0.060 0.253 -0.219
H -0.406 0.561 0.027
H 0.160 0.738 -0.219
H -0.321 0.029 -0.779
H 0.116 -0.142 -0.270
H 0.014 -0.114 -0.103
H -0.241 -0.057 0.079
H -0.867 0.092 -0.172
H -0.298 -0.336 -0.278
H 0.021 -0.051 -0.119
H -1.493 0.101 -0.770
O 1.515 0.270 0.982

***

No. 6
This record from the OMol25 dataset describes C4H5NO3S as an isolated structure in a non-equilibrium geometry. The level of theory is wB97M-V/def2-TZVPD.

Computed properties:
- Relative energy (zero: lowest compared OMol25 entry of this formula, charge and spin): 105.48 kJ/mol
- Molar mass: 147.15 g mol⁻¹
- E_HOMO: -9.54 eV
- Largest force on an atom: 5.03 eV/A
- DFT total energy: -22695.254 eV

CARTESIAN COORDINATES (ANGSTROEM)
C 1.29324 -0.39971 -0.50171
C 0.20427 -0.36282 0.48951
C -0.36545 1.01930 1.11807
C -2.02595 -0.07233 -0.37794
H 2.88343 0.56266 -0.97042
H 0.46065 -1.07687 1.32976
H -0.64886 0.63581 2.12340
H 0.35314 1.78089 0.95008
H -0.40491 -1.46165 -1.32638
N -0.89009 -0.98580 -0.16038
O 2.38606 0.35424 -0.17707
O 1.31426 -1.13260 -1.53439
O -2.82762 -0.38166 -1.17188
S -1.73216 1.52053 0.20937

Forces on the atoms, in the same order (eV/Å):
C 3.152 -1.106 -3.094
C -1.380 -0.649 1.125
C 1.632 -2.918 0.564
C 3.703 -2.407 -1.175
H 0.363 -0.386 -0.383
H 0.496 1.160 -0.534
H 0.536 1.330 -0.315
H 0.962 0.637 1.096
H -1.832 1.794 4.329
N -1.065 -0.679 -3.638
O -1.589 -0.165 0.235
O -0.518 2.552 3.097
O -2.902 -0.274 -1.147
S -1.556 1.110 -0.160

***

Number 4 is which compound?
C27H28F3NO2SSiW

***

Number 6 is which compound?
C4H5NO3S

***

Among the records above, which one has the lowest molar mass?
C4H8N2O

***

Look up the DFT total energy of the fourth one.
-62730.307 eV